No. 1
{"formula": "C33H116AsF6O25", "method": "ωB97M-V/def2-TZVPD", "molar_mass_g_mol": 1102.2, "charge": -1, "e_homo_ev": -7.30, "species": ["As", "F", "F", "F", "F", "F", "F", "O", "H", "H", "O", "H", "H", "O", "H", "H", "O", "H", "H", "O", "H", "H", "O", "H", "H", "O", "H", "H", "O", "H", "H", "O", "H", "H", "O", "H", "H", "O", "H", "H", "O", "H", "H", "O", "H", "H", "O", "H", "H", "C", "C", "C", "O", "H", "H", "H", "H", "H", "H", "H", "H", "C", "C", "C", "O", "H", "H", "H", "H", "H", "H", "H", "H", "C", "C", "C", "O", "H", "H", "H", "H", "H", "H", "H", "H", "C", "C", "C", "O", "H", "H", "H", "H", "H", "H", "H", "H", "C", "C", "C", "O", "H", "H", "H", "H", "H", "H", "H", "H", "C", "C", "C", "O", "H", "H", "H", "H", "H", "H", "H", "H", "C", "C", "C", "O", "H", "H", "H", "H", "H", "H", "H", "H", "C", "C", "C", "O", "H", "H", "H", "H", "H", "H", "H", "H", "C", "C", "C", "O", "H", "H", "H", "H", "H", "H", "H", "H", "C", "C", "C", "O", "H", "H", "H", "H", "H", "H", "H", "H", "C", "C", "C", "O", "H", "H", "H", "H", "H", "H", "H", "H"], "positions_angstrom": [[0.17271, 0.34615, -0.08363], [0.32564, -1.18278, -1.08111], [1.89549, 0.67253, -0.45234], [0.29590, 1.87305, 0.91088], [-1.56201, 0.12570, 0.32658], [0.63962, -0.58718, 1.35223], [-0.33329, 1.26708, -1.49921], [-0.05996, 4.14327, 2.34068], [-0.40637, 4.08841, 1.45004], [0.66689, 3.52059, 2.35425], [-0.78611, -4.91562, 2.90096], [-0.65191, -4.08741, 2.44022], [0.09741, -5.24814, 3.05919], [1.27473, -2.64110, 3.33903], [0.91093, -1.77931, 3.54197], [1.79063, -2.50282, 2.54470], [-4.78635, -2.72436, 0.86084], [-3.97537, -2.23537, 0.72148], [-5.41528, -2.32173, 0.26203], [2.35329, -4.19222, 5.43112], [3.12816, -4.50283, 4.96279], [1.95076, -3.55967, 4.83608], [4.10287, 0.65517, 1.28621], [4.34935, 1.43254, 1.78737], [3.29277, 0.90358, 0.84095], [2.43005, -5.08889, -4.30319], [3.02622, -4.45251, -3.90843], [1.56210, -4.82754, -3.99560], [-0.75768, 0.35473, 6.13571], [-0.42622, 1.09640, 5.62948], [-0.19454, 0.32114, 6.90900], [-1.67084, 6.32440, 1.68415], [-0.90961, 5.84542, 2.01179], [-1.79278, 7.03830, 2.31001], [3.32367, -1.99391, 1.22534], [3.52041, -1.06186, 1.31929], [2.75455, -2.04282, 0.45726], [-0.76822, 2.98848, 4.85282], [-0.35470, 3.23163, 4.02450], [-1.70440, 2.96218, 4.65506], [4.04356, 2.70378, 3.23995], [3.71876, 2.82076, 4.13272], [4.99212, 2.80854, 3.31401], [5.46273, -3.05819, 2.68753], [4.69626, -2.62667, 2.30996], [5.21174, -3.97962, 2.75235], [-3.77746, 0.44515, -1.45959], [-3.00339, 0.14003, -0.98637], [-4.31311, 0.87408, -0.79227], [-6.77779, -0.19198, 2.03663], [-7.63841, -0.58862, 0.86604], [-8.45406, 0.47933, 0.34266], [-6.91039, -1.29775, -0.10981], [-6.12905, -1.02939, 2.29347], [-7.35066, 0.17065, 2.89010], [-6.29351, 0.69608, 1.63052], [-8.38744, -1.27842, 1.25492], [-9.18938, 0.95421, 0.99219], [-9.05382, 0.10609, -0.48744], [-7.74412, 1.24877, 0.03926], [-7.49396, -1.91374, -0.55882], [-0.85155, -4.41075, -0.23635], [-1.12113, -4.76120, -1.70473], [-2.48263, -4.17881, -2.12797], [-0.20905, -4.03434, -2.37843], [0.20411, -4.50458, 0.01840], [-1.38111, -5.10513, 0.41594], [-1.20393, -3.41969, 0.04952], [-1.08425, -5.83809, -1.86917], [-2.60372, -4.20225, -3.21098], [-2.76811, -3.13981, -1.96344], [-3.19899, -4.87175, -1.68664], [-0.37037, -3.12139, -2.12927], [-2.19788, -0.61721, -4.49042], [-0.86941, -0.28827, -5.18359], [0.42452, -0.41744, -4.35658], [-0.83315, -0.81431, -6.48100], [-2.28730, 0.05949, -3.64062], [-2.29386, -1.62549, -4.08760], [-3.05115, -0.46131, -5.15054], [-0.90485, 0.77302, -5.42953], [0.36940, 0.07034, -3.38338], [1.32247, -0.11853, -4.89735], [0.50030, -1.48229, -4.13643], [0.04280, -0.67271, -6.84744], [-6.26031, 3.90490, 0.66559], [-5.62756, 3.83991, -0.74474], [-4.14908, 3.76757, -0.71615], [-6.13365, 2.67858, -1.44906], [-5.83075, 3.06559, 1.21253], [-7.34537, 3.87764, 0.56555], [-5.90634, 4.77352, 1.22083], [-5.83123, 4.72666, -1.34497], [-3.53662, 4.65788, -0.57363], [-3.57351, 3.26066, -1.49065], [-3.79741, 3.14385, 0.10567], [-5.43320, 2.40537, -2.04598], [6.03762, -2.22629, -2.81089], [4.76353, -2.80903, -2.23238], [3.49744, -1.97508, -2.33870], [4.51225, -4.04371, -2.82197], [6.85451, -2.93908, -2.69806], [6.30921, -1.30087, -2.30301], [5.92252, -2.08920, -3.88609], [4.95311, -3.07268, -1.19188], [2.64263, -2.62105, -2.13840], [3.35406, -1.41984, -3.26565], [3.61889, -1.22490, -1.55731], [5.38956, -4.42591, -2.89842], [6.89927, 5.18040, -1.44458], [6.20466, 4.79556, -0.17007], [5.14689, 3.67845, -0.26627], [7.19693, 4.28115, 0.66552], [7.61894, 5.98731, -1.30655], [6.09991, 5.44970, -2.13495], [7.54185, 4.38998, -1.83243], [5.60657, 5.62420, 0.20904], [4.70470, 3.57009, 0.72410], [5.55112, 2.69254, -0.49580], [4.32644, 3.85005, -0.96307], [7.95691, 4.84107, 0.49080], [-3.45116, 0.12905, 3.50080], [-3.26470, -1.17283, 4.29265], [-2.12203, -2.00642, 3.94853], [-3.09411, -0.86731, 5.63536], [-4.11906, 0.89095, 3.90269], [-3.75414, -0.08973, 2.47686], [-2.47281, 0.58744, 3.35655], [-4.19502, -1.71274, 4.11631], [-1.23851, -1.36806, 3.94766], [-2.03076, -2.41871, 2.94365], [-2.04684, -2.79059, 4.70187], [-2.22733, -0.48211, 5.78336], [-4.07537, 5.51723, -6.64762], [-3.28858, 4.22508, -6.93472], [-1.89340, 4.35204, -7.46707], [-3.30776, 3.52905, -5.71184], [-4.10961, 6.13584, -7.54443], [-3.51492, 6.12220, -5.93487], [-5.10115, 5.37604, -6.30712], [-3.84865, 3.60606, -7.63561], [-1.07191, 4.39099, -6.75171], [-1.66594, 5.09159, -8.23481], [-1.64025, 3.36802, -7.86168], [-2.46326, 3.48323, -5.25763], [2.88749, -1.36378, 7.80379], [2.97491, -0.11211, 7.01987], [2.71699, -0.40361, 5.54393], [2.08775, 0.86373, 7.47444], [3.51908, -2.17266, 7.43649], [1.89579, -1.81429, 7.84437], [3.16780, -1.17979, 8.84094], [3.94482, 0.37496, 7.12058], [2.91584, 0.49632, 4.96195], [1.70882, -0.75623, 5.32635], [3.10497, -1.32221, 5.10378], [2.42406, 1.71676, 7.19013], [1.76508, 2.94179, -5.27780], [1.44367, 2.98940, -3.67613], [1.71850, 4.32997, -3.00265], [0.07248, 2.93464, -3.63753], [2.79527, 2.82908, -5.61558], [1.49505, 3.91321, -5.69196], [1.08501, 2.33301, -5.87361], [1.92832, 2.14159, -3.19194], [1.45432, 4.19361, -1.95397], [1.05531, 5.11885, -3.35756], [2.75347, 4.67010, -3.03796], [-0.20286, 2.42830, -2.86981], [2.85238, -5.35518, 0.31698], [2.73671, -5.85358, 1.75881], [2.42322, -7.40433, 1.77297], [3.93058, -5.59901, 2.38304], [3.79434, -5.58529, -0.18089], [2.66162, -4.28997, 0.18648], [2.11925, -5.90419, -0.27397], [1.87210, -5.44643, 2.28299], [1.43194, -7.52105, 1.33496], [2.38955, -7.77679, 2.79679], [3.14823, -8.08043, 1.31980], [4.57261, -6.06894, 1.84587]]}

No. 2
{"formula": "C33H14BrF4N14STi", "method": "ωB97M-V/def2-TZVPD", "de_lowest_kcal_mol": 0.0, "molar_mass_g_mol": 842.4, "charge": 1, "e_homo_ev": -11.56, "species": ["Ti", "N", "C", "S", "N", "N", "C", "C", "C", "C", "C", "C", "N", "H", "H", "H", "H", "H", "H", "H", "N", "C", "C", "C", "N", "C", "N", "F", "C", "C", "F", "C", "C", "C", "F", "C", "C", "C", "N", "C", "N", "F", "C", "C", "N", "C", "N", "Br", "N", "C", "C", "C", "C", "C", "C", "C", "N", "C", "C", "N", "C", "H", "H", "H", "H", "H", "H", "H"], "positions_angstrom": [[2.67569, -0.58534, 0.37148], [3.62326, 1.77377, -3.31742], [3.55149, 1.25273, -2.08326], [3.50977, -0.47770, -1.93056], [3.53286, 2.07962, -1.07095], [3.45351, 1.42408, 0.11987], [3.74999, 2.10343, 1.16549], [3.69218, 1.42219, 2.44754], [3.96445, 2.03865, 3.65530], [3.87237, 1.28760, 4.81766], [3.53634, -0.05273, 4.72795], [3.28874, -0.59928, 3.48004], [3.35472, 0.12583, 2.36602], [3.74114, 1.17093, -4.11179], [3.83604, 2.75351, -3.41337], [4.06168, 3.13793, 1.07278], [4.23199, 3.08580, 3.67860], [4.06046, 1.74406, 5.77949], [3.45967, -0.67420, 5.60791], [3.02969, -1.64341, 3.36349], [0.99367, -0.30078, 1.54446], [0.31443, 0.42742, 2.15951], [-0.51364, 1.30392, 2.79186], [-1.44917, 1.94563, 1.93414], [-2.15951, 2.41601, 1.15722], [-0.31564, 1.61865, 4.16098], [-0.09565, 1.83912, 5.26868], [-3.83374, 1.14675, -2.93278], [-3.20328, 2.22882, -2.50356], [-3.84207, 3.40778, -2.49724], [-5.08665, 3.46277, -2.92486], [-3.21405, 4.63562, -2.03167], [-1.83391, 4.48387, -1.59616], [-1.20803, 3.30088, -1.60118], [0.05245, 3.22336, -1.18091], [-1.84780, 2.08103, -2.02891], [-1.22207, 0.87161, -1.96478], [0.05561, 0.68212, -1.35598], [1.02656, 0.37585, -0.83189], [-1.79545, -0.38473, -2.34426], [-2.12851, -1.44822, -2.62410], [-1.18266, 5.55013, -1.17272], [-3.86428, 5.82719, -2.00276], [-3.26338, 7.04947, -1.54936], [-2.85324, 8.05930, -1.18898], [-5.22697, 6.00370, -2.41641], [-6.31875, 6.21213, -2.70352], [4.61108, -1.98671, 0.71458], [-5.57549, -7.43064, 0.42227], [-4.60731, -6.83737, 0.25331], [-3.39557, -6.09082, 0.04230], [-2.16816, -6.74907, 0.04313], [-1.00304, -6.02968, -0.14937], [-1.08023, -4.65987, -0.35230], [-2.29581, -3.99553, -0.37065], [-3.45906, -4.71540, -0.16385], [0.13035, -3.91993, -0.54182], [1.19935, -4.28674, -1.33364], [2.14177, -3.33040, -1.16857], [1.66914, -2.37958, -0.28207], [0.44935, -2.76922, 0.06338], [-2.13129, -7.81688, 0.20629], [-0.04157, -6.52505, -0.12120], [-2.33697, -2.93718, -0.58719], [-4.41866, -4.21827, -0.18033], [1.17653, -5.17118, -1.94456], [3.12196, -3.26573, -1.60541], [-0.19669, -2.27157, 0.76455]]}

| no. | HOMO-LUMO gap (eV) |
| --- | --- |
| 1 | 8.7 |
| 2 | 5.8 |